The ion C8H10Br2FN2O2S with charge +1 in a non-equilibrium geometry. Source: OMol25; level of theory: ωB97M-V with the def2-TZVPD basis set.

The geometry in XYZ format:
```
26
Properties=species:S:1:pos:R:3
C 2.706 0.030 -0.922
C 1.666 0.428 0.061
C 1.313 1.878 0.106
N 1.201 -0.493 0.828
C -0.099 -0.332 1.325
F -0.338 0.640 2.225
S -0.333 -1.925 2.384
C -0.433 -2.751 0.883
Br 0.106 -4.480 0.586
N -0.912 -1.996 -0.064
C -1.267 -0.599 0.333
O -2.470 -0.753 0.968
C -1.303 0.195 -0.972
C -2.000 1.554 -0.962
O -1.987 2.225 -1.959
Br -2.909 2.250 0.606
H 2.643 0.616 -1.827
H 2.708 -1.035 -1.086
H 3.670 0.275 -0.474
H 1.593 2.354 -0.822
H 1.943 2.327 0.868
H 0.280 2.083 0.351
H -1.020 -2.353 -1.002
H -2.572 -0.087 1.657
H -1.861 -0.405 -1.683
H -0.325 0.355 -1.407
```

- Molecular weight: 377.1 g mol⁻¹
- Total charge: +1
- Gap between HOMO and LUMO: 9.35 eV